# 1
{"formula": "C3H4F4", "method": "ωB97M-V/def2-TZVPD", "symbols": ["C", "C", "C", "H", "H", "H", "H", "F", "F", "F", "F"], "positions_angstrom": [[-1.21, 0.28, -0.06], [-0.01, -0.57, 0.02], [1.22, 0.34, 0.02], [-1.23, 0.97, 0.79], [-1.22, 0.88, -0.95], [1.18, 1.00, -0.86], [1.25, 0.89, 0.94], [-2.35, -0.54, -0.01], [0.05, -1.28, 1.18], [0.02, -1.44, -1.01], [2.30, -0.54, -0.07]], "mulliken_charge": [-0.58, 0.97, -0.58, 0.32, 0.36, 0.34, 0.35, -0.29, -0.31, -0.30, -0.28], "de_lowest_kj_mol": 1.34, "multiplicity": 1, "smiles": "FCC(F)(F)CF", "homo_energy_ev": -12.048, "total_charge": 0, "lumo_energy_ha": 0.0267}

***

# 2
{"formula": "C3H4F4KN2O11S4", "method": "ωB97M-V/def2-TZVPD", "symbols": ["K", "N", "S", "O", "O", "F", "S", "O", "O", "F", "N", "S", "O", "O", "F", "S", "O", "O", "F", "C", "C", "O", "C", "O", "O", "H", "H", "H", "H"], "positions_angstrom": [[0.69, 0.81, 1.08], [-1.20, 0.96, -1.07], [-0.62, 1.60, -2.27], [-1.26, 2.90, -2.68], [0.08, 0.78, -3.25], [0.58, 2.25, -1.40], [-2.24, -0.03, -2.01], [-1.95, -1.49, -1.89], [-2.85, 0.44, -3.26], [-3.46, 0.04, -1.03], [-0.55, 2.06, 3.10], [0.17, 3.54, 3.54], [1.51, 3.50, 4.07], [-0.72, 4.70, 3.82], [0.48, 3.95, 2.01], [-0.65, 1.56, 4.50], [-1.70, 2.24, 5.21], [0.49, 0.88, 5.18], [-1.54, 0.24, 4.07], [0.77, -3.34, -2.45], [1.77, -4.05, -1.54], [2.43, -2.98, -0.91], [1.90, -1.78, -1.27], [2.21, -0.69, -0.75], [1.12, -1.97, -2.27], [-0.27, -3.36, -2.11], [0.97, -3.58, -3.50], [2.55, -4.52, -2.14], [1.30, -4.67, -0.78]], "mulliken_charge": [0.85, -0.12, 1.12, -0.67, -0.54, -0.35, 0.93, -0.57, -0.54, -0.27, -0.05, 1.07, -0.54, -0.56, -0.28, 1.00, -0.58, -0.57, -0.35, -0.27, -0.29, -0.37, 0.73, -0.63, -0.18, 0.26, 0.27, 0.26, 0.26], "de_lowest_kj_mol": 341.71, "multiplicity": 1, "homo_energy_ev": -7.519, "total_charge": -1, "lumo_energy_ha": 0.0685}

***

# 3
{"formula": "C3H4FI", "method": "ωB97M-V/def2-TZVPD", "symbols": ["C", "C", "C", "F", "I", "H", "H", "H", "H"], "positions_angstrom": [[0.56, -1.46, 1.06], [0.33, 1.95, -0.26], [-0.66, 1.92, -1.07], [-0.54, -1.69, 1.79], [0.30, -1.92, -1.01], [1.46, -2.20, 1.32], [0.90, -0.41, 0.98], [-1.57, 1.39, -0.83], [-0.78, 2.42, -2.00]], "mulliken_charge": [-0.21, -0.03, -0.52, -0.20, 0.01, 0.26, 0.15, 0.29, 0.25], "de_lowest_kj_mol": 348.86, "multiplicity": 1, "homo_energy_ev": -9.508, "total_charge": 0, "lumo_energy_ha": -0.0229}

***

# 4
{"formula": "C3H4FIO", "method": "ωB97M-V/def2-TZVPD", "symbols": ["C", "C", "C", "O", "F", "I", "H", "H", "H", "H"], "positions_angstrom": [[-1.24, 2.24, 0.47], [0.98, -1.34, -1.14], [0.65, -1.58, 0.12], [-1.34, 2.79, -0.57], [-0.68, -1.62, 0.46], [1.81, -1.69, 1.88], [-0.32, 1.45, 0.64], [-2.14, 2.27, 1.25], [2.00, -1.20, -1.27], [0.29, -1.31, -1.85]], "lowdin_spin": [0.76, 0.00, 0.00, 0.93, 0.01, 0.00, 0.15, 0.14, 0.00, 0.00], "de_lowest_kj_mol": 174.82, "multiplicity": 3, "homo_energy_ev": [-6.387, -9.731], "total_charge": 0, "lumo_energy_ha": [0.0071, -0.0882]}

***

# 5
{"formula": "C3H4FN3", "method": "ωB97M-V/def2-TZVPD", "symbols": ["C", "C", "C", "N", "N", "N", "F", "H", "H", "H", "H"], "positions_angstrom": [[-0.94, -1.71, 0.23], [-1.29, 0.35, -0.28], [1.44, 0.94, -0.03], [-1.86, -0.75, -0.13], [0.29, -1.31, 0.32], [0.39, -0.06, 0.09], [-1.67, 1.59, -0.42], [-1.16, -2.67, 0.60], [1.85, 0.88, -1.04], [0.78, 1.82, -0.06], [2.16, 0.91, 0.72]], "mulliken_charge": [-0.12, 0.50, -0.65, -0.48, -0.76, 0.47, -0.20, 0.42, 0.31, 0.22, 0.30], "de_lowest_kj_mol": 281.75, "multiplicity": 1, "smiles": "Cn1ncnc1F", "homo_energy_ev": -8.717, "total_charge": 0, "lumo_energy_ha": 0.0296}

***

# 6
{"formula": "C3H4FNO", "method": "ωB97M-V/def2-TZVPD", "symbols": ["C", "C", "C", "H", "H", "H", "H", "N", "O", "F"], "positions_angstrom": [[-0.47, -0.10, -0.02], [0.68, 0.82, -0.04], [1.94, 0.42, 0.04], [-3.46, 0.03, -0.06], [-0.31, -1.16, 0.10], [0.45, 1.83, -0.08], [2.82, 1.06, 0.20], [-1.64, 0.45, 0.00], [-2.64, -0.48, 0.03], [2.24, -0.87, -0.03]], "mulliken_charge": [-0.02, -0.35, -0.06, 0.36, 0.39, 0.35, 0.32, -0.40, -0.35, -0.23], "de_lowest_kj_mol": 216.58, "multiplicity": 1, "smiles": "O/N=C/C=C\\F", "homo_energy_ev": -9.028, "total_charge": 0, "lumo_energy_ha": 0.0325}

***

# 7
{"formula": "C3H4FNO", "method": "ωB97M-V/def2-TZVPD", "symbols": ["C", "C", "C", "H", "H", "H", "H", "N", "O", "F"], "positions_angstrom": [[0.25, -0.12, 0.71], [-0.03, 0.27, -0.60], [-0.39, 1.49, -1.17], [0.19, -1.81, 2.26], [0.56, -2.22, 0.42], [0.31, 0.68, 1.58], [-0.89, 1.14, -2.11], [0.36, -1.42, 1.17], [-0.05, 2.66, -0.83], [-0.31, -0.67, -1.43]], "mulliken_charge": [-0.05, 0.33, -0.02, 0.26, 0.26, 0.27, 0.28, -0.50, -0.56, -0.28], "de_lowest_kj_mol": 227.96, "multiplicity": 1, "smiles": "N/C=C(\\F)C=O", "homo_energy_ev": -8.503, "total_charge": 0, "lumo_energy_ha": 0.0107}

***

# 8
{"formula": "C3H4FNO2", "method": "ωB97M-V/def2-TZVPD", "symbols": ["C", "C", "C", "H", "H", "H", "H", "N", "O", "O", "F"], "positions_angstrom": [[-1.27, -0.81, 0.08], [0.87, 0.56, 0.01], [1.72, -0.43, -0.06], [-2.10, 1.21, -0.18], [-0.69, -1.70, 0.02], [1.20, 1.57, 0.13], [1.43, -1.51, 0.01], [-0.50, 0.37, 0.18], [-1.21, 1.56, -0.06], [-2.49, -0.76, -0.09], [3.04, -0.06, -0.04]], "mulliken_charge": [0.18, -0.02, -0.25, 0.33, 0.23, 0.37, 0.22, 0.19, -0.43, -0.57, -0.24], "de_lowest_kj_mol": 277.39, "multiplicity": 1, "smiles": "O=CN(O)/C=C/F", "homo_energy_ev": -8.952, "total_charge": 0, "lumo_energy_ha": 0.0216}

***

# 9
{"formula": "C3H4FNOS2", "method": "ωB97M-V/def2-TZVPD", "symbols": ["C", "C", "C", "H", "H", "H", "H", "N", "O", "F", "S", "S"], "positions_angstrom": [[1.81, 0.00, 0.98], [1.40, 0.18, -0.48], [-2.03, 0.00, 0.18], [1.98, 0.87, 1.48], [2.81, -0.39, 0.92], [0.13, 0.86, -1.79], [-3.14, 0.24, 0.38], [0.43, 0.96, -0.83], [2.13, -0.45, -1.32], [0.79, -0.83, 1.57], [-0.88, 1.45, 0.22], [-1.37, -1.35, -0.39]], "mulliken_charge": [-0.42, 0.59, -0.06, 0.34, 0.30, 0.31, 0.31, -0.30, -0.63, -0.25, 0.02, -0.20], "de_lowest_kj_mol": 170.15, "multiplicity": 1, "smiles": "O=C(CF)NSC=S", "homo_energy_ev": -9.196, "total_charge": 0, "lumo_energy_ha": -0.0292}

***

# 10
{"formula": "C3H4FNS", "method": "ωB97M-V/def2-TZVPD", "symbols": ["C", "C", "C", "N", "F", "S", "H", "H", "H", "H"], "positions_angstrom": [[-0.55, -1.00, -0.01], [0.70, -0.98, -0.49], [0.10, 1.31, 0.36], [-1.10, 0.26, 0.29], [-2.07, 0.46, -0.77], [1.56, 0.56, -0.41], [-1.22, -1.73, -0.09], [1.35, -1.81, -0.86], [-0.30, 2.13, -0.12], [0.35, 1.18, 1.41]], "mulliken_charge": [-0.45, -0.15, -0.45, -0.13, -0.23, -0.10, 0.46, 0.31, 0.44, 0.29], "de_lowest_kj_mol": 283.47, "multiplicity": 1, "smiles": "FN1C=CSC1", "homo_energy_ev": -8.530, "total_charge": 0, "lumo_energy_ha": 0.0288}

***

# 11
{"formula": "C3H4FNdO3", "method": "ωB97M-V/def2-TZVPD", "symbols": ["F", "O", "C", "C", "O", "O", "C", "Nd", "H", "H", "H", "H"], "positions_angstrom": [[-4.96, 0.42, -0.25], [-1.51, 0.01, 2.34], [-1.37, -1.08, 1.72], [-3.79, 0.25, 0.58], [-0.24, -1.63, 1.62], [-2.38, -1.63, 1.06], [-2.98, -0.90, 0.00], [1.18, -0.12, 3.30], [-3.25, 1.20, 0.49], [-4.19, 0.00, 1.57], [-2.21, -0.53, -0.68], [-3.64, -1.61, -0.52]], "lowdin_spin": [0.00, -0.01, 0.00, 0.00, -0.01, 0.00, 0.00, 4.02, 0.00, 0.00, 0.00, 0.00], "multiplicity": 5, "homo_energy_ev": [-13.164, -13.193], "total_charge": 1, "lumo_energy_ha": [-0.2162, -0.2140]}

***

# 12
{"formula": "C3H4FO2S", "method": "ωB97M-V/def2-TZVPD", "symbols": ["C", "C", "C", "O", "O", "F", "S", "H", "H", "H", "H"], "positions_angstrom": [[-0.90, -0.86, 0.23], [-0.59, -0.05, -0.98], [0.43, -0.29, -0.02], [0.71, 2.21, 0.27], [1.12, 1.00, 2.32], [1.68, -1.36, -0.73], [1.49, 1.14, 0.89], [-1.34, -0.35, 0.99], [-1.01, -1.82, 0.21], [-0.63, -0.56, -1.91], [-0.96, 0.94, -1.28]], "mulliken_charge": [-0.71, -0.56, 0.57, -0.62, -0.63, -0.55, 0.49, 0.24, 0.35, 0.23, 0.20], "de_lowest_kj_mol": 322.32, "multiplicity": 1, "homo_energy_ev": -3.889, "total_charge": -1, "lumo_energy_ha": 0.1505}

***

# 13
{"formula": "C3H4HgLi2O2", "method": "ωB97M-V/def2-TZVPD", "symbols": ["O", "C", "C", "O", "C", "Li", "H", "H", "H", "H", "Hg", "Li"], "positions_angstrom": [[0.78, -0.94, 0.29], [1.67, -0.01, -0.03], [-0.67, -0.87, -0.09], [2.79, -0.28, 0.49], [-1.36, 0.44, -0.02], [4.36, 0.19, -0.19], [-1.07, -1.55, 0.68], [-0.89, -1.47, -0.98], [-1.04, 0.66, 1.02], [-1.67, 0.89, -0.98], [0.38, 1.98, -1.00], [-3.27, 0.96, 0.81]], "lowdin_spin": [0.05, 0.08, 0.04, 0.02, 0.32, 0.02, 0.02, 0.00, 0.03, 0.02, 0.57, 0.82], "de_lowest_kj_mol": 93.43, "multiplicity": 3, "homo_energy_ev": [-3.189, -7.190], "total_charge": 0, "lumo_energy_ha": [-0.0545, -0.0579]}

***

# 14
{"formula": "C3H4HgO2", "method": "ωB97M-V/def2-TZVPD", "symbols": ["H", "C", "C", "O", "C", "O", "Hg", "H", "H", "H"], "positions_angstrom": [[-1.06, 1.69, 0.99], [-1.01, 1.07, 0.08], [0.31, 0.33, 0.00], [0.03, -1.12, -0.02], [1.04, -2.10, -0.19], [2.19, -1.67, -0.10], [-2.21, -0.97, 0.09], [-1.15, 1.72, -0.80], [0.97, 0.51, 0.86], [0.89, 0.54, -0.91]], "lowdin_spin": [0.01, 0.34, 0.03, 0.07, 0.01, 0.01, 0.52, 0.01, 0.00, 0.00], "de_lowest_kj_mol": 0.00, "multiplicity": 2, "homo_energy_ev": [-2.508, -2.464], "total_charge": -1, "lumo_energy_ha": [0.1394, 0.0967]}

***

# 15
{"formula": "C3H4I2", "method": "ωB97M-V/def2-TZVPD", "symbols": ["C", "C", "C", "I", "I", "H", "H", "H", "H"], "positions_angstrom": [[0.96, 1.18, -0.10], [-0.08, 0.50, -0.48], [-0.56, -0.55, 0.42], [0.33, -3.21, -0.65], [-2.62, -0.86, 0.78], [1.34, 2.13, -0.63], [1.36, 1.02, 0.82], [-0.55, 0.75, -1.46], [-0.17, -0.96, 1.30]], "mulliken_charge": [-0.71, 0.26, -1.01, -0.14, 0.14, 0.22, 0.30, 0.31, 0.63], "de_lowest_kj_mol": 159.25, "multiplicity": 1, "homo_energy_ev": [-9.112, -8.594], "total_charge": 0, "lumo_energy_ha": [-0.0586, -0.0842]}

***

# 16
{"formula": "C3H4I2O", "method": "ωB97M-V/def2-TZVPD", "symbols": ["O", "I", "I", "C", "C", "C", "H", "H", "H", "H"], "positions_angstrom": [[0.19, -1.43, 1.96], [0.97, 1.99, 2.46], [2.86, -0.10, -0.95], [0.49, -0.63, 1.09], [-0.16, 0.76, 1.10], [1.20, -1.21, -0.13], [-1.20, 0.70, 1.46], [-0.20, 1.26, 0.15], [0.49, -1.34, -0.94], [1.58, -2.22, 0.15]], "mulliken_charge": [-0.49, 0.10, 0.07, 0.55, -0.83, -0.89, 0.37, 0.37, 0.35, 0.40], "de_lowest_kj_mol": 2.16, "multiplicity": 1, "smiles": "O=C(CI)CI", "homo_energy_ev": -9.492, "total_charge": 0, "lumo_energy_ha": -0.0102}

***

# 17
{"formula": "C3H4IN", "method": "ωB97M-V/def2-TZVPD", "symbols": ["C", "C", "C", "N", "I", "H", "H", "H", "H"], "positions_angstrom": [[-0.36, 1.40, 0.01], [0.68, -0.66, -0.34], [-0.42, 0.05, 0.28], [-0.09, 2.50, -0.17], [-2.31, -0.95, 0.15], [1.62, -0.18, -0.13], [0.70, -1.73, -0.11], [0.45, -0.55, -1.36], [-0.28, 0.13, 1.67]], "mulliken_charge": [0.20, -1.19, -0.17, -0.39, 0.15, 0.37, 0.34, 0.39, 0.30], "de_lowest_kj_mol": 71.94, "multiplicity": 1, "homo_energy_ev": -9.988, "total_charge": 0, "lumo_energy_ha": -0.0041}

***

# 18
{"formula": "C3H4IN2O", "method": "ωB97M-V/def2-TZVPD", "symbols": ["C", "C", "C", "N", "N", "O", "I", "H", "H", "H", "H"], "positions_angstrom": [[-0.46, -1.01, 0.68], [0.32, 0.04, -1.16], [0.74, 0.73, 0.07], [-0.45, -1.06, -0.65], [0.28, 0.00, 1.13], [0.58, 0.27, -2.30], [-0.88, 2.74, 0.06], [-1.04, -1.66, 1.49], [1.61, 1.21, -0.07], [-0.88, -1.78, -1.21], [0.19, 0.52, 1.97]], "mulliken_charge": [0.04, 0.63, -1.03, 0.00, 0.00, -0.42, 0.26, 0.36, 0.56, 0.22, 0.38], "de_lowest_kj_mol": 0.00, "multiplicity": 1, "smiles": "O=C1NC=[NH+][C@@H]1I", "homo_energy_ev": -14.085, "total_charge": 1, "lumo_energy_ha": -0.2482}

***

# 19
{"formula": "C3H4IN2P", "method": "ωB97M-V/def2-TZVPD", "symbols": ["C", "C", "C", "N", "N", "P", "I", "H", "H", "H", "H"], "positions_angstrom": [[-1.54, 0.11, -0.71], [-1.46, 0.70, 0.55], [-0.35, -0.48, -0.93], [-0.29, 0.43, 1.11], [0.42, -0.18, 0.17], [2.16, -0.88, 0.92], [3.57, 0.03, -0.81], [-2.49, 0.11, -1.26], [-2.30, 0.99, 1.16], [-0.17, -1.02, -1.83], [2.45, 0.21, 1.63]], "mulliken_charge": [-0.27, -0.26, -0.48, -0.74, 0.48, 0.04, 0.01, 0.33, 0.38, 0.40, 0.13], "de_lowest_kj_mol": 39.63, "multiplicity": 1, "smiles": "IPn1cccn1", "homo_energy_ev": -9.311, "total_charge": 0, "lumo_energy_ha": -0.0091}

***

# 20
{"formula": "C3H4IN4", "method": "ωB97M-V/def2-TZVPD", "symbols": ["C", "C", "C", "N", "N", "N", "N", "I", "H", "H", "H", "H"], "positions_angstrom": [[0.93, 1.05, -0.26], [-0.90, -1.53, 0.67], [-1.35, -0.63, -0.41], [2.46, 2.22, 0.40], [1.32, 1.72, 0.80], [1.64, 1.17, -1.34], [2.68, 1.90, -0.88], [-3.42, 0.17, -0.34], [0.20, -1.58, 0.62], [-1.15, -2.74, 0.68], [-1.41, -1.16, 1.50], [-0.99, -0.59, -1.43]], "mulliken_charge": [0.49, -0.76, -0.53, -0.36, -0.37, -0.36, -0.36, -0.11, 0.30, 0.22, 0.33, 0.49], "de_lowest_kj_mol": 455.30, "multiplicity": 1, "homo_energy_ev": [-4.989, -5.046], "total_charge": -1, "lumo_energy_ha": [0.0937, 0.0938]}

***

| no. | calculated total energy (eV) |
| --- | --- |
| 1 | -14045.398 |
| 2 | -99214.422 |
| 3 | -13989.148 |
| 4 | -16035.157 |
| 5 | -10360.801 |
| 6 | -9428.372 |
| 7 | -9428.254 |
| 8 | -11475.518 |
| 9 | -31099.379 |
| 10 | -18215.061 |
| 11 | -27304.357 |
| 12 | -20821.575 |
| 13 | -11850.076 |
| 14 | -11443.075 |
| 15 | -19374.320 |
| 16 | -21424.127 |
| 17 | -12764.776 |
| 18 | -16295.940 |
| 19 | -23544.002 |
| 20 | -17232.370 |